Entry 1:
Molecular formula: C18H33As2N4OS10Si3Tc
Method: DFT, ωB97M-V/def2-TZVPD

Atoms and positions in Å:
Tc  0.95  -1.78  1.49
N  2.06  -2.79  4.83
C  2.88  -2.09  4.04
N  2.69  -1.82  2.78
C  3.78  -1.22  2.20
C  4.81  -0.97  3.04
S  4.44  -1.53  4.64
C  3.70  -0.98  0.78
C  4.70  -0.58  -0.05
S  4.15  -0.51  -1.69
C  2.49  -1.01  -1.13
N  2.49  -1.23  0.18
N  1.46  -1.08  -1.90
H  1.11  -2.96  4.48
H  2.21  -2.79  5.82
H  5.74  -0.50  2.83
H  5.71  -0.34  0.20
H  1.67  -0.98  -2.88
H  0.89  -3.05  -1.96
S  -0.53  -6.83  -0.28
As  -0.42  -4.72  -0.33
S  -0.80  -1.60  -0.02
S  1.17  -4.07  1.12
S  0.66  -4.32  -2.31
O  -0.84  1.81  7.11
C  -0.63  1.21  6.09
S  0.13  1.95  4.68
C  0.12  0.51  3.65
C  -0.42  -0.61  4.18
S  -0.55  -2.13  3.35
S  -1.03  -0.48  5.83
S  0.81  0.62  2.08
C  -1.69  2.85  1.45
Si  -2.47  1.50  0.33
C  -3.37  0.22  1.42
C  -3.79  2.38  -0.76
As  -0.88  0.30  -1.06
Si  -2.01  -0.57  -3.01
C  -3.26  -1.86  -2.39
C  -2.92  0.88  -3.91
C  -0.88  -1.41  -4.30
Si  0.78  1.95  -1.68
C  2.12  2.39  -0.39
C  -0.31  3.52  -1.93
C  1.56  1.69  -3.41
H  -2.29  3.75  1.46
H  -0.69  3.11  1.15
H  -1.63  2.49  2.47
H  -4.02  0.69  2.15
H  -2.64  -0.38  1.97
H  -3.96  -0.47  0.83
H  -4.47  2.94  -0.13
H  -4.38  1.67  -1.32
H  -3.35  3.07  -1.46
H  -3.77  -1.51  -1.49
H  -2.73  -2.77  -2.11
H  -4.01  -2.12  -3.13
H  -3.96  0.93  -3.63
H  -2.88  0.75  -4.99
H  -2.47  1.84  -3.68
H  -0.44  -2.31  -3.88
H  -0.07  -0.77  -4.64
H  -1.46  -1.70  -5.17
H  1.68  2.81  0.51
H  2.83  3.11  -0.79
H  2.67  1.51  -0.09
H  -0.86  3.78  -1.03
H  -1.04  3.35  -2.72
H  0.29  4.37  -2.21
H  2.42  1.03  -3.38
H  1.90  2.64  -3.81
H  0.83  1.27  -4.10

Summary:
- charge = -1
- highest occupied orbital energy (spin up / spin down) (Eh) = -0.135 / -0.141
- total energy (Eh) = -10402.980681
- spin multiplicity = 2
- F_max (eV/A) = 1.8
- energy relative to the best compared isomer or geometry (same formula, charge and spin) (eV) = 2.007


Entry 2:
Molecular formula: C18H33AsF3N2O2SV
Method: DFT, ωB97M-V/def2-TZVPD

Atoms and positions in Å:
V  0.07  -0.19  0.24
C  0.19  1.39  3.32
C  0.18  0.08  2.57
C  1.39  -0.54  2.17
C  2.73  0.03  2.56
C  1.34  -1.78  1.49
C  2.62  -2.48  1.13
C  0.10  -2.39  1.19
C  0.09  -3.73  0.51
C  -1.11  -1.77  1.59
C  -2.45  -2.36  1.24
C  -1.05  -0.58  2.36
C  -2.30  -0.07  3.03
H  0.29  1.21  4.39
H  -0.73  1.94  3.15
H  1.01  2.03  3.00
H  3.33  0.30  1.70
H  3.28  -0.73  3.13
H  2.63  0.90  3.20
H  2.89  -3.17  1.93
H  3.45  -1.79  1.01
H  2.52  -3.05  0.21
H  0.33  -3.65  -0.56
H  -0.88  -4.23  0.60
H  0.83  -4.39  0.96
H  -2.75  -3.10  1.98
H  -2.42  -2.86  0.27
H  -3.22  -1.60  1.19
H  -2.84  0.64  2.40
H  -2.06  0.42  3.96
H  -2.98  -0.90  3.25
C  3.46  -2.22  -3.02
O  2.52  -1.80  -1.99
C  1.39  -1.25  -2.31
O  0.63  -0.88  -1.38
N  1.06  -1.11  -3.59
N  -0.14  -0.49  -3.95
H  4.31  -2.63  -2.48
H  3.78  -1.37  -3.61
H  3.02  -3.00  -3.64
H  1.69  -1.44  -4.30
H  -0.65  -1.10  -4.58
H  0.08  0.38  -4.43
F  2.48  1.11  -0.46
C  1.15  1.43  -0.29
F  1.18  2.47  0.60
F  0.83  2.03  -1.49
C  -3.90  3.24  -0.80
As  -2.06  2.84  -1.08
C  -1.06  4.28  -0.34
C  -1.77  2.85  -2.97
S  -1.88  0.87  -0.21
H  -4.17  4.14  -1.37
H  -4.07  3.41  0.26
H  -4.50  2.40  -1.14
H  -1.43  5.17  -0.85
H  0.00  4.14  -0.53
H  -1.25  4.35  0.73
H  -2.31  3.70  -3.38
H  -2.15  1.92  -3.39
H  -0.71  2.96  -3.17

Summary:
- charge = +2
- highest occupied orbital energy (spin up / spin down) (Eh) = -0.548 / -0.560
- total energy (Eh) = -4842.763752
- spin multiplicity = 3
- F_max (eV/A) = 2.0
- energy relative to the best compared isomer or geometry (same formula, charge and spin) (eV) = 0.340


Entry 3:
Molecular formula: C18H33ClN2O8P
Method: DFT, ωB97M-V/def2-TZVPD

Atoms and positions in Å:
C  5.32  -3.03  -0.33
O  4.96  -1.77  0.27
C  4.83  -0.71  -0.69
C  3.55  -0.84  -1.66
C  2.64  0.48  -1.73
C  1.07  0.18  -2.10
C  0.14  0.25  -0.80
C  -1.10  -0.82  -0.82
C  -1.04  -1.88  0.38
C  -0.11  -3.18  0.11
Cl  0.62  -3.26  -1.56
N  -0.90  -4.36  0.53
P  -0.29  -5.92  0.02
N  -0.88  -6.14  -1.66
O  1.45  -5.97  -0.02
C  1.13  -3.01  1.16
O  1.34  -3.84  2.11
O  1.99  -1.91  1.08
H  6.46  -3.21  -0.22
H  4.79  -3.86  0.26
H  5.00  -3.13  -1.42
H  4.72  0.27  -0.10
H  5.82  -0.59  -1.29
H  2.95  -1.75  -1.31
H  3.94  -1.09  -2.73
H  3.06  1.17  -2.56
H  2.71  1.12  -0.77
H  0.77  1.07  -2.77
H  0.94  -0.76  -2.73
H  -0.31  1.32  -0.78
H  0.71  0.13  0.18
H  -1.28  -1.26  -1.85
H  -2.04  -0.16  -0.60
H  -2.09  -2.26  0.68
H  -0.66  -1.30  1.31
H  -1.07  -4.39  1.55
H  -0.17  -5.83  -2.35
H  -1.10  -7.14  -1.75
H  1.64  -5.94  -0.99
O  -1.28  3.23  0.34
C  -1.55  3.68  -0.74
O  -1.24  3.07  -1.92
C  -1.61  3.93  -3.01
C  -2.66  4.85  -2.45
C  -2.24  4.99  -1.00
H  -0.72  4.47  -3.34
H  -1.98  3.33  -3.84
H  -2.73  5.80  -2.98
H  -3.64  4.36  -2.50
H  -1.52  5.80  -0.86
H  -3.10  5.12  -0.34
O  -5.21  3.84  4.23
C  -4.15  3.30  4.04
O  -3.34  3.57  2.98
C  -2.22  2.67  2.99
C  -2.11  2.20  4.42
C  -3.55  2.20  4.88
H  -2.43  1.85  2.30
H  -1.33  3.19  2.66
H  -1.63  1.22  4.52
H  -1.54  2.92  5.01
H  -4.06  1.26  4.65
H  -3.64  2.44  5.94

Summary:
- charge = -1
- highest occupied orbital energy (Eh) = -0.152
- total energy (Eh) = -2218.628857
- spin multiplicity = 1
- F_max (eV/A) = 6.6


Entry 4:
Molecular formula: C18H33N3O3Sr
Method: DFT, ωB97M-V/def2-TZVPD

Atoms and positions in Å:
C  -1.42  -1.74  -4.11
C  -1.43  -0.93  -5.34
H  -1.47  -2.81  -4.32
H  -2.29  -1.51  -3.48
C  -1.40  0.41  -5.26
C  -0.96  0.89  -3.90
H  -1.73  0.61  -3.09
H  -0.85  2.01  -3.95
C  -1.54  -1.57  -6.70
H  -1.30  -2.65  -6.70
H  -0.81  -1.08  -7.37
H  -2.52  -1.45  -7.20
C  -1.65  1.31  -6.46
H  -2.65  1.18  -6.93
H  -0.92  1.17  -7.28
H  -1.59  2.37  -6.17
Sr  -0.93  0.19  1.94
O  -0.47  -0.05  -0.52
C  0.39  0.33  -1.38
O  0.88  1.46  1.35
C  1.58  1.69  0.32
O  2.62  2.46  0.43
N  1.40  1.23  -0.97
C  3.26  2.58  -0.88
C  2.39  1.84  -1.86
H  4.27  2.15  -0.79
H  3.33  3.65  -1.11
H  2.94  1.07  -2.42
H  1.90  2.55  -2.54
C  0.13  -0.05  -2.86
C  -0.21  -1.56  -3.11
H  1.06  0.16  -3.42
H  -0.42  -2.18  -2.16
H  0.66  -2.12  -3.54
C  1.11  -1.42  3.36
N  0.58  -1.72  4.69
C  1.15  -2.91  5.30
C  -0.90  -1.64  4.74
C  -1.40  -0.22  4.97
N  -0.44  0.78  4.42
C  -1.16  2.05  4.24
C  0.68  1.07  5.35
H  0.58  -1.97  2.57
H  1.11  -0.34  3.19
H  2.16  -1.71  3.29
H  0.67  -3.10  6.27
H  1.03  -3.80  4.67
H  2.22  -2.76  5.48
H  -1.32  -2.08  3.81
H  -1.25  -2.28  5.58
H  -2.36  -0.08  4.49
H  -1.52  -0.07  6.04
H  -1.43  2.46  5.23
H  -0.53  2.79  3.72
H  -2.11  1.90  3.68
H  0.30  1.46  6.30
H  1.25  0.16  5.53
H  1.33  1.81  4.88

Summary:
- charge = +2
- highest occupied orbital energy (Eh) = -0.478
- total energy (Eh) = -1125.833602
- spin multiplicity = 1
- F_max (eV/A) = 3.9


Q: What is the F_max in the second record?
A: 2.0 eV/A